1.
C27H29N3O2 | ωB97M-V/def2-TZVPD

Calculated values
- Total charge: 0
- Frontier orbital gap: 8.8 eV
- Structure (SMILES): N#Cc1ccc(OC[C@H](O)CN2CCN(C(c3ccccc3)c3ccccc3)CC2)cc1
- LUMO level: 0.535 eV

XYZ file:
```
61
C27H29N3O2 | OMol25 | ωB97M-V/def2-TZVPD
N 3.31478 7.65809 2.79974
C 3.20680 6.64553 2.27120
C 3.07623 5.40044 1.62047
C 3.77691 4.28881 2.08546
C 3.65764 3.06726 1.45262
C 2.83335 2.94157 0.33540
O 2.65080 1.80375 -0.38053
C 3.37080 0.63919 -0.04423
C 2.88181 -0.03232 1.26298
O 3.90930 -0.12232 2.22401
C 2.28338 -1.42095 0.98556
N 1.42885 -1.44215 -0.18289
C 0.20367 -0.67839 -0.00072
C -0.59981 -0.66601 -1.30800
N -0.87895 -1.97359 -1.85812
C -2.11361 -2.64543 -1.47610
C -2.30617 -2.83197 0.01826
C -1.93768 -4.02880 0.62143
C -2.05234 -4.19903 1.99036
C -2.54601 -3.17319 2.77750
C -2.93425 -1.98297 2.18539
C -2.81757 -1.81449 0.81713
C -3.31132 -1.96848 -2.11891
C -4.59580 -2.26507 -1.67711
C -5.69894 -1.68439 -2.27644
C -5.53496 -0.80309 -3.33142
C -4.26072 -0.51943 -3.79086
C -3.15717 -1.10228 -3.19283
C 0.32851 -2.76123 -1.90518
C 1.09703 -2.80091 -0.57935
C 2.12372 4.05694 -0.12464
C 2.24092 5.27225 0.50684
H 4.41589 4.38533 2.95081
H 4.19434 2.22028 1.84799
H 3.19463 -0.03571 -0.88500
H 4.44335 0.85986 0.03525
H 2.13021 0.61522 1.72559
H 4.53585 -0.80461 1.95531
H 1.76245 -1.76875 1.89610
H 3.11447 -2.11069 0.79224
H 0.46542 0.35182 0.24272
H -0.39874 -1.09309 0.82465
H -1.53565 -0.12747 -1.16013
H -0.00327 -0.12522 -2.05286
H -2.04898 -3.64683 -1.92707
H -1.56008 -4.83956 0.01239
H -1.75859 -5.13570 2.44196
H -2.63550 -3.30314 3.84590
H -3.33094 -1.18161 2.79167
H -3.13447 -0.88615 0.36439
H -4.73465 -2.95674 -0.85819
H -6.69006 -1.92295 -1.91885
H -6.39611 -0.34677 -3.79691
H -4.12404 0.15686 -4.62224
H -2.16509 -0.89323 -3.56038
H 0.09361 -3.77687 -2.22922
H 0.98269 -2.30109 -2.65582
H 2.02539 -3.36099 -0.72139
H 0.49849 -3.30986 0.19539
H 1.48767 3.93607 -0.98728
H 1.69343 6.13087 0.14760
```

=====

2.
C27H29N3O3 | ωB97M-V/def2-TZVPD

Calculated values
- Total charge: 0
- Frontier orbital gap: 8.6 eV
- Structure (SMILES): CC(=O)N(C)CCCCC1=CC(=O)c2ccccc2C1=O.c1ccncc1.c1ccncc1
- LUMO level: -0.858 eV

XYZ file:
```
62
C27H29N3O3 | OMol25 | ωB97M-V/def2-TZVPD
C 1.76364 0.84411 4.67782
C 0.84378 2.05355 4.77173
O 1.15556 3.09826 4.25000
N -0.35544 1.84362 5.55035
C -0.02256 2.43297 6.88659
C -1.50066 2.60033 5.00906
C -2.45293 1.77674 4.08436
C -1.87573 0.44422 3.54093
C -2.20712 0.32155 2.00982
C -1.05010 0.66910 1.10808
C -0.21473 1.67180 1.37838
C 0.96069 2.02420 0.53199
O 1.49063 3.11839 0.61099
C 1.44652 0.95027 -0.40315
C 2.72362 1.03557 -0.87599
C 3.16573 0.05332 -1.73790
C 2.30800 -0.94762 -2.09927
C 1.03063 -1.03659 -1.61625
C 0.58337 -0.07555 -0.74894
C -0.79334 -0.10646 -0.14809
O -1.66263 -0.78389 -0.67335
H 1.78111 0.37918 5.67165
H 1.38094 0.09562 3.98338
H 2.78155 1.15785 4.45808
H -0.43582 1.84179 7.70320
H -0.29161 3.49018 6.93982
H 1.06846 2.41372 6.99789
H -1.22274 3.52416 4.48907
H -2.09562 2.91235 5.86904
H -3.34975 1.53211 4.65813
H -2.75717 2.43236 3.26677
H -0.79421 0.37359 3.60871
H -2.39734 -0.39548 3.99441
H -3.08149 0.92447 1.75038
H -2.50220 -0.71367 1.81127
H -0.38751 2.27990 2.26192
H 3.37350 1.84110 -0.56048
H 4.17870 0.10142 -2.11646
H 2.62921 -1.71084 -2.80085
H 0.38978 -1.85336 -1.92426
C 1.41186 -6.62088 -4.71783
C 0.69437 -5.53812 -5.19832
C 1.03934 -4.27194 -4.75225
N 2.02177 -4.03527 -3.88281
C 2.69921 -5.09040 -3.43060
C 2.43779 -6.39611 -3.81478
H 1.17468 -7.62618 -5.04233
H -0.11455 -5.67065 -5.90345
H 0.50714 -3.39455 -5.10383
H 3.49059 -4.86740 -2.72297
H 3.02217 -7.21392 -3.41615
C -2.06510 0.80993 -3.54100
C -3.08601 0.96453 -4.46519
C -2.95845 1.95598 -5.42613
N -1.91031 2.77432 -5.51209
C -0.93940 2.61175 -4.61392
C -0.96525 1.65011 -3.61478
H -2.12500 0.04715 -2.77584
H -3.96210 0.33057 -4.44217
H -3.73177 2.11088 -6.17111
H -0.10038 3.29295 -4.70735
H -0.14532 1.56293 -2.91394
```

=====

3.
C27H29N3O4 | ωB97M-V/def2-TZVPD

Calculated values
- Total charge: 0
- Frontier orbital gap: 8.7 eV
- Structure (SMILES): O=C(NC[C@H]1c2ccccc2CCN1C(=O)CN1C(=O)c2ccccc2C1=O)C1CCCCC1
- LUMO level: -0.280 eV

XYZ file:
```
63
C27H29N3O4 | OMol25 | ωB97M-V/def2-TZVPD
O -1.26713 -2.46574 1.06983
C -0.82198 -2.41535 -0.05948
N -1.50709 -1.84082 -1.08226
C -2.76442 -1.17193 -0.87532
C -2.59877 0.35070 -0.64818
C -3.94799 1.00626 -0.49704
C -4.79558 1.05438 -1.59877
C -6.05166 1.62111 -1.50398
C -6.47615 2.15306 -0.29763
C -5.63492 2.12064 0.79743
C -4.36950 1.55212 0.71206
C -3.45490 1.56414 1.90452
C -2.39129 0.47715 1.77708
N -1.74141 0.60424 0.49430
C -0.45357 0.90765 0.27299
O 0.04311 0.91364 -0.84053
C 0.38957 1.28383 1.50129
N 1.64765 1.80764 1.04112
C 1.72774 2.99711 0.32525
O 0.82698 3.78591 0.20320
C 3.12942 3.06695 -0.15400
C 3.77674 4.02231 -0.90840
C 5.11866 3.80856 -1.20953
C 5.78271 2.67694 -0.76265
C 5.13016 1.71513 0.00270
C 3.79967 1.92588 0.29709
C 2.83863 1.10069 1.06627
O 3.00600 0.05333 1.63868
C 0.50732 -3.01683 -0.48280
C 1.59347 -1.93572 -0.45259
C 2.93319 -2.51662 -0.89030
C 3.32991 -3.66715 0.02907
C 2.25164 -4.74684 0.02839
C 0.90429 -4.16575 0.44378
H -1.01369 -1.63877 -1.93766
H -3.40944 -1.33930 -1.74084
H -3.22487 -1.62966 0.00340
H -2.08044 0.76976 -1.52011
H -4.45929 0.65319 -2.54386
H -6.69674 1.65171 -2.36905
H -7.45693 2.59636 -0.21385
H -5.95736 2.54321 1.73824
H -4.02810 1.42355 2.82231
H -2.96796 2.54331 1.96046
H -1.66588 0.54222 2.58415
H -2.85275 -0.51359 1.83208
H -0.11891 2.05247 2.08913
H 0.59652 0.40002 2.11042
H 3.25369 4.90034 -1.25366
H 5.65156 4.53667 -1.80279
H 6.82386 2.53857 -1.01346
H 5.64081 0.83225 0.35472
H 0.40869 -3.39395 -1.50772
H 1.31779 -1.09524 -1.09367
H 1.69097 -1.56329 0.56820
H 2.86193 -2.87485 -1.92093
H 3.69372 -1.73410 -0.85662
H 4.28302 -4.09290 -0.29304
H 3.45729 -3.28078 1.04203
H 2.16813 -5.17472 -0.97447
H 2.53037 -5.55192 0.71137
H 0.13459 -4.94038 0.41826
H 0.95893 -3.78682 1.46536
```

=====

4.
C27H29N3O4PdS3 | ωB97M-V/def2-TZVPD

Calculated values
- Total charge: +2
- Frontier orbital gap: 5.4 eV
- LUMO level: -7.780 eV

XYZ file:
```
67
C27H29N3O4PdS3 | OMol25 | ωB97M-V/def2-TZVPD
Pd -0.64269 -0.94616 2.82884
N -1.50975 -4.64309 4.40756
C -1.03517 -3.45990 4.05146
O -1.44789 -2.88864 3.01435
C 0.00074 -2.75661 4.88186
C 0.72046 -1.80542 3.93509
H -2.23158 -5.07704 3.85421
H -1.18549 -5.11073 5.23615
H 0.68495 -3.45104 5.37654
H -0.52709 -2.21161 5.66889
H 1.30100 -2.35700 3.18737
H 1.34161 -1.06544 4.43426
O -4.79334 -2.57697 0.89096
C -5.33173 -1.45060 0.43098
C -6.67799 -1.47902 0.05455
C -7.27520 -0.33669 -0.41995
C -6.56781 0.87156 -0.53606
C -5.25180 0.91771 -0.16262
C -4.60571 -0.23921 0.32989
C -3.24535 -0.23210 0.76424
O -2.57729 -1.18456 1.12887
N -2.58007 1.10314 0.75238
N -1.60009 1.06126 1.49797
C -0.82079 2.24284 1.53365
S -1.10818 3.48790 0.35763
C 0.42937 4.44896 0.44379
C 1.69086 3.73358 -0.04882
S 0.31321 2.22774 2.70966
H -3.85353 -2.43260 1.10931
H -7.22002 -2.40938 0.14560
H -8.31648 -0.37137 -0.71225
H -7.06286 1.75166 -0.91895
H -4.68834 1.83534 -0.24633
H 0.58572 4.80779 1.46258
H 0.20509 5.33357 -0.15301
H 2.08168 3.09805 0.73938
H 2.45777 4.48026 -0.26411
O 0.23393 0.96166 3.49931
S 1.64604 -0.04232 0.10193
C 3.03825 0.97835 -0.47141
C 2.66034 1.95673 -1.53662
C 1.49050 2.83891 -1.32619
C 1.09221 3.66957 -2.47262
C 1.81727 3.71457 -3.61637
C 2.96437 2.89826 -3.71632
C 3.36591 2.01824 -2.71394
C 1.29072 -0.98665 -1.41493
C 2.50782 -1.64615 -1.99838
C 3.25974 -2.55396 -1.25452
C 4.38213 -3.14825 -1.80641
C 4.76781 -2.84203 -3.10621
C 4.02207 -1.94402 -3.85447
C 2.89717 -1.34792 -3.29926
H 3.86100 0.34943 -0.81042
H 3.37881 1.50657 0.42243
H 0.64792 2.17705 -1.05747
H 0.19454 4.26757 -2.37289
H 1.53067 4.34395 -4.44618
H 3.54877 2.94010 -4.62860
H 4.22302 1.37680 -2.87018
H 0.81483 -0.34106 -2.15556
H 0.54046 -1.71068 -1.08879
H 2.96555 -2.79313 -0.23979
H 4.95602 -3.85775 -1.22605
H 5.64138 -3.31249 -3.53599
H 4.30688 -1.71760 -4.87336
H 2.29766 -0.66992 -3.89667
```

=====

5.
C27H29N3O4PdS3 | ωB97M-V/def2-TZVPD

Calculated values
- Total charge: +2
- Frontier orbital gap (alpha / beta): 7.0 / 3.8 eV
- 2S+1: 5
- LUMO level (alpha / beta): -5.391 / -9.681 eV

XYZ file:
```
67
C27H29N3O4PdS3 | OMol25 | ωB97M-V/def2-TZVPD
Pd -0.21783 0.04751 -0.00840
N -3.45986 0.70868 -2.57527
C -2.37060 0.31371 -1.92809
O -1.87763 1.02967 -1.02705
C -1.76734 -1.02884 -2.27208
C -0.34264 -1.17746 -1.74709
H -3.87787 1.59836 -2.35498
H -3.83067 0.18213 -3.34776
H -1.81857 -1.17862 -3.35504
H -2.42325 -1.78151 -1.82461
H 0.38322 -0.70007 -2.40995
H -0.07129 -2.22004 -1.61490
O 4.03563 -1.67020 0.62441
C 3.67994 -2.69630 1.39940
C 4.67601 -3.59110 1.77658
C 4.35915 -4.67297 2.56244
C 3.03989 -4.91196 2.98977
C 2.05264 -4.04573 2.63503
C 2.34197 -2.89995 1.84263
C 1.31997 -1.95519 1.52063
O 1.57012 -0.88505 0.87497
N 0.04583 -2.26278 1.95144
N -0.88289 -1.44763 1.50333
C -2.11723 -1.78660 1.84930
S -3.41380 -0.74211 1.43999
C -4.59223 -1.60545 2.51894
C -4.26463 -3.07944 2.44543
S -2.46873 -3.24704 2.66838
H 3.23953 -1.13973 0.43459
H 5.68467 -3.41250 1.42844
H 5.14388 -5.35853 2.85703
H 2.81427 -5.77656 3.59750
H 1.03415 -4.21169 2.95286
H -5.60255 -1.38669 2.17698
H -4.45998 -1.21261 3.52674
H -4.51859 -3.50937 1.47722
H -4.75916 -3.64660 3.23233
O -0.04269 1.43859 1.77834
S 1.40622 1.67524 2.12370
C 1.42527 3.11796 3.28717
C 0.90554 4.36642 2.66675
C -0.40724 4.47717 2.20448
C -0.85874 5.67694 1.68648
C -0.00569 6.77754 1.62578
C 1.29661 6.67668 2.09550
C 1.75705 5.47124 2.60068
C 2.24391 2.30602 0.63149
C 3.64529 2.69075 1.00194
C 4.50942 1.75122 1.56565
C 5.79917 2.11530 1.91804
C 6.23287 3.41924 1.70533
C 5.37794 4.35246 1.13534
C 4.08312 3.99265 0.79073
H 2.46814 3.20580 3.59446
H 0.83022 2.74209 4.12164
H -1.07892 3.62541 2.25429
H -1.87789 5.76020 1.33184
H -0.36065 7.71383 1.21372
H 1.95455 7.53623 2.06924
H 2.77145 5.39348 2.97747
H 1.63233 3.13907 0.28381
H 2.19668 1.47643 -0.07169
H 4.18297 0.72337 1.71505
H 6.46867 1.38123 2.34774
H 7.24108 3.70417 1.97772
H 5.72046 5.36409 0.95820
H 3.42049 4.72208 0.33602
```

=====

6.
C27H30AsN8O9Tl | ωB97M-V/def2-TZVPD

Calculated values
- Total charge: +2
- Frontier orbital gap: 6.5 eV
- LUMO level: -6.446 eV

XYZ file:
```
76
C27H30AsN8O9Tl | OMol25 | ωB97M-V/def2-TZVPD
Tl 0.18363 0.88055 0.05262
O -4.16095 2.35756 -0.02673
C -2.95159 1.92432 0.26187
O -1.92251 2.44708 -0.10022
C -2.97449 0.68972 1.12371
C -4.15456 0.17499 1.64163
C -4.08513 -0.95707 2.43139
C -2.84678 -1.52841 2.67426
C -1.72155 -0.94870 2.11531
N -1.78759 0.14422 1.35908
C -0.31546 -1.46045 2.32864
O -0.11230 -2.57078 3.00607
O 0.63874 -0.84555 1.90566
H -4.10831 3.15528 -0.57845
H -5.09668 0.65483 1.42122
H -4.98289 -1.38863 2.85413
H -2.78920 -2.41435 3.29371
H -0.92133 -3.03152 3.26463
C 1.38739 4.38813 -1.58997
C 0.60854 3.34463 -2.31014
N 0.30052 2.14331 -1.85661
C -0.45321 1.50588 -2.82572
C -0.56388 2.33435 -3.89982
N 0.11089 3.47443 -3.55133
C -1.19915 2.30825 -5.25564
O -1.85430 1.22895 -5.60023
O -1.04891 3.27800 -5.95514
C -1.09096 0.17927 -2.57206
O -1.72962 -0.36405 -3.45636
O -0.96651 -0.30324 -1.36874
H 1.40522 4.15919 -0.52519
H 0.93450 5.36936 -1.72685
H 2.41160 4.43969 -1.96417
H 0.16961 4.26976 -4.17701
H -1.86362 0.55909 -4.86353
C 3.65276 1.63471 -1.02312
C 3.14876 0.24407 -1.21199
N 2.01759 -0.24251 -0.72182
C 1.91534 -1.56150 -1.14532
C 3.01532 -1.87121 -1.86226
N 3.78585 -0.72383 -1.89873
C 5.05657 -0.60537 -2.61633
N 4.87566 -0.85381 -4.01367
N 5.69626 -1.78831 -4.60060
N 5.51971 -1.76690 -5.85752
C 4.58110 -0.78605 -6.15432
C 4.06209 -0.39164 -7.38821
C 3.13145 0.62198 -7.38602
C 2.71325 1.22398 -6.18429
C 3.20722 0.83358 -4.95547
C 4.17079 -0.18133 -4.97255
H 2.94130 2.19480 -0.41764
H 3.77529 2.15144 -1.97701
H 4.62085 1.64302 -0.51927
H 1.06354 -2.17574 -0.90789
H 3.31339 -2.77517 -2.36896
H 5.74746 -1.36660 -2.26691
H 5.47854 0.37739 -2.41564
H 4.38702 -0.87199 -8.30210
H 2.70615 0.96407 -8.32069
H 1.97362 2.01158 -6.23522
H 2.84667 1.28275 -4.03665
C 2.63418 3.75700 3.27981
As 1.84028 2.05136 2.98621
C 3.18722 0.70313 2.86773
C 0.70155 1.64999 4.46390
O 0.93619 2.20595 1.56101
H 3.14386 3.77182 4.24238
H 1.83820 4.49858 3.26796
H 3.34401 3.96394 2.48212
H 3.48753 0.43413 3.87922
H 4.04375 1.09348 2.32479
H 2.76733 -0.16513 2.36290
H 1.22831 1.91784 5.37925
H 0.47021 0.58739 4.47805
H -0.20731 2.24119 4.37772
```

=====

7.
C27H30Br3ClO6 | ωB97M-V/def2-TZVPD

Calculated values
- Total charge: 0
- Frontier orbital gap: 7.4 eV
- LUMO level: -1.361 eV

XYZ file:
```
67
C27H30Br3ClO6 | OMol25 | ωB97M-V/def2-TZVPD
C 1.05970 -4.96529 -1.72528
C 1.67323 -4.24010 -2.78573
C 1.08750 -2.79934 -3.22582
C 1.37254 -1.65072 -2.13158
C 0.37203 -1.15965 -1.22098
C -1.08089 -1.81344 -1.32624
C -1.98608 -1.68217 -0.00285
C -3.49311 -1.37133 -0.48480
C -3.85521 0.19694 -0.52737
C -5.26505 0.53069 -1.23101
C -6.46037 -0.46514 -0.85023
O -7.12103 -0.12578 0.42151
C -8.34504 0.55787 0.19202
O -8.34847 1.75343 -0.22730
C -9.78524 -0.09266 0.48926
C -10.19933 -0.39722 1.84406
C 0.80266 0.00879 -0.23771
O -0.00512 0.89470 0.19442
C 2.32204 0.13135 0.20755
C 2.83777 0.74798 1.52733
C 1.80746 1.30146 2.62907
C 2.54573 2.04989 3.85590
O 3.23049 3.09085 3.66075
Cl 2.50171 1.44655 5.58906
C 4.38421 0.82594 1.77549
C 5.44312 0.30453 0.73723
C 7.02912 0.42257 0.96707
C 7.89516 0.16688 -0.36613
O 7.56227 1.06362 -1.45306
C 4.92655 -0.35171 -0.56661
C 3.39265 -0.41268 -0.78842
C 2.88307 -1.07520 -2.14119
O 3.63147 -1.17962 -3.14960
H 1.11352 -6.10028 -1.73866
H 0.53250 -4.34421 -0.91378
H 2.60718 -4.62252 -3.34356
H 1.70490 -2.48383 -4.15311
H 0.00305 -2.83575 -3.57437
H -1.06780 -2.93360 -1.60319
H -1.62408 -1.28351 -2.18964
H -1.58766 -0.96233 0.78545
H -2.02720 -2.72072 0.50895
H -3.62961 -1.75492 -1.57082
H -4.29081 -1.93544 0.12790
H -3.04576 0.70766 -1.17777
H -3.83189 0.64690 0.52458
H -5.20376 0.62178 -2.37566
H -5.58447 1.57471 -0.84722
H -7.27825 -0.33163 -1.66024
H -6.18788 -1.57573 -0.87360
H -10.56384 -0.31414 -0.31950
H -10.58674 -1.44443 2.09483
H -10.18201 0.41116 2.66497
H 1.26219 0.40404 3.11085
H 1.08807 2.03430 2.12242
H 4.83917 1.30074 2.72163
H 7.21433 1.53102 1.25086
H 7.38823 -0.18560 1.87235
H 7.82309 -0.94633 -0.64425
H 8.99514 0.38675 -0.08704
H 8.34569 1.56056 -1.76266
H 5.60241 -0.79427 -1.38469
C 3.06524 6.81718 2.58930
Br 4.21852 7.69771 3.87785
Br 1.25558 7.51338 2.64772
Br 3.80536 6.88250 0.79685
H 3.01203 5.76691 2.87445
```